Here is a structure of composition ClMg2 from the OMol25 dataset. Energies are from wB97M-V/def2-TZVPD.

Each line ends with the Löwdin charge.
Geometry (Å):
Mg  5.24  -11.49  -1.69  1.09
Mg  0.79  -11.58  0.10  1.04
Cl  2.89  -11.63  -1.13  -0.13

- Net charge: +2
- LUMO (alpha / beta): -11.62 / -10.57 eV
- Orbital gap (alpha / beta): 3.82 / 10.09 eV
- ⟨S²⟩: 0.7572
- Energy relative to the best compared isomer or geometry (same formula, charge and spin): 0.00 kcal/mol
- Spin multiplicity: 2